[1]
The following is a quantum chemistry calculation of a cluster of 2 separate species, C5H10O3S in total in a non-equilibrium geometry, from OMol25.

Results
- gap between HOMO and LUMO (spin up / spin down) (eV) = 7.00 / 8.10
- ΔE to the lowest compared entry with this formula, charge and spin (eV) = 0.000
- LUMO (spin up / spin down) (eV) = 0.7 / -1.3

The geometry in ORCA input format:
```
! wB97M-V def2-TZVPD RIJCOSX def2/J DEFGRID3
* xyz 0 3
H 3.159 2.523 0.155
C 3.094 1.658 -0.678
S -2.357 0.768 0.085
H -2.886 -1.569 -0.560
H -2.253 -2.553 0.660
C -2.043 -2.141 -0.296
H 0.210 -1.823 0.108
H -1.544 0.176 2.528
H -0.632 -1.093 -1.348
H -1.848 1.218 -1.052
H 4.064 1.030 -0.677
H -1.915 -2.822 -1.107
C -0.940 -0.141 0.670
C 1.132 1.236 0.508
O 1.828 0.987 -0.601
O 1.422 1.971 1.406
C -0.729 -1.324 -0.252
H 3.218 2.314 -1.568
O -0.980 -0.414 2.021
*
```

Atom charges from the Löwdin analysis, given in e for atoms 1 to 4:
1. H 0.1271
2. C -0.0900
3. S 0.8080
4. H 0.0106

---

[2]
The following is a quantum chemistry calculation of an isolated molecule of C5H10O4 in a non-equilibrium geometry, from OMol25.

Results
- gap between HOMO and LUMO (eV) = 10.46
- ΔE to the lowest compared entry with this formula, charge and spin (eV) = 2.771
- LUMO (eV) = 0.4
- SMILES = COCCCOC(=O)O

The geometry in ORCA input format:
```
! wB97M-V def2-TZVPD RIJCOSX def2/J DEFGRID3
* xyz 0 1
H 1.735 -2.821 0.110
O -1.882 1.238 0.253
C 1.944 0.519 0.007
O -2.039 -0.999 0.983
H 2.787 1.213 0.377
C 0.615 0.963 0.805
H 1.407 -1.843 -1.424
C 1.404 -1.791 -0.283
C -2.521 -0.004 0.415
H 1.786 0.784 -1.094
C -0.552 1.100 -0.312
H -0.447 0.291 -1.105
H 0.392 0.137 1.556
H -3.857 -0.269 -1.040
O -3.867 -0.098 -0.075
H 0.737 1.960 1.349
H -0.332 2.097 -0.849
H 0.334 -1.640 0.080
O 2.356 -0.838 0.246
*
```

Atom charges from the Löwdin analysis, given in e for atoms 1 to 4:
1. H 0.1067
2. O -0.0217
3. C -0.2326
4. O 0.1041

---

[3]
The following is a quantum chemistry calculation of a cluster of 2 separate species, C5H10O4 in total in a non-equilibrium geometry, from OMol25.

Results
- gap between HOMO and LUMO (eV) = 9.35
- ΔE to the lowest compared entry with this formula, charge and spin (eV) = 1.601
- LUMO (eV) = 0.6
- SMILES = CC(C)=CO.O=C(O)O

The geometry in ORCA input format:
```
! wB97M-V def2-TZVPD RIJCOSX def2/J DEFGRID3
* xyz 0 1
C 0.622 1.045 0.616
O 0.327 1.423 1.936
C 0.770 -0.169 0.170
O -2.370 1.227 0.295
H -1.857 2.051 0.190
H 0.894 -2.289 0.558
H 0.628 -0.947 -1.728
O -2.187 -0.878 -0.552
H 0.761 1.946 0.018
H 1.055 -1.392 1.964
H 0.572 0.738 2.649
H 2.248 -1.195 -0.920
H -0.459 -1.704 1.178
C 0.550 -1.411 0.947
O -1.448 0.960 -1.627
C -2.003 0.294 -0.564
H -1.253 0.335 -2.388
C 1.417 -0.500 -1.128
H 1.733 0.466 -1.613
*
```

Atom charges from the Löwdin analysis, given in e for atoms 1 to 4:
1. C -0.1849
2. O -0.0386
3. C -0.3887
4. O 0.1471

---

[4]
The following is a quantum chemistry calculation of an isolated molecule of C5H10O5 in a non-equilibrium geometry, from OMol25.

Results
- gap between HOMO and LUMO (eV) = 10.49
- ΔE to the lowest compared entry with this formula, charge and spin (eV) = 1.041
- LUMO (eV) = 0.5
- SMILES = CC(=O)[C@@](C)(O)C(O)(O)O

The geometry in ORCA input format:
```
! wB97M-V def2-TZVPD RIJCOSX def2/J DEFGRID3
* xyz 0 1
H 1.831 1.384 1.727
H -1.247 1.697 -1.316
H -0.255 -2.256 -1.330
O 1.891 1.064 -1.015
O 0.161 -0.518 -1.992
C -1.461 0.775 -0.768
O -1.033 -1.160 1.358
C 0.928 1.530 1.130
C -0.273 -1.277 0.239
H 1.359 -1.292 1.649
H 0.070 1.233 1.734
H 0.981 0.016 -2.189
O -0.497 -2.452 -0.392
H -1.375 -2.057 1.519
C -0.192 -0.056 -0.680
H 0.819 2.587 0.879
O 1.314 -1.221 0.685
H -1.847 1.048 0.217
H -2.238 0.227 -1.307
C 1.062 0.729 -0.146
*
```

Atom charges from the Löwdin analysis, given in e for atoms 1 to 4:
1. H 0.0949
2. H 0.1021
3. H 0.1306
4. O 0.0487

---

[5]
The following is a quantum chemistry calculation of a structure of composition C5H10O5S2Sn, from OMol25.

Results
- gap between HOMO and LUMO (eV) = 4.64
- LUMO (eV) = -11.9

The geometry in ORCA input format:
```
! wB97M-V def2-TZVPD RIJCOSX def2/J DEFGRID3
* xyz 2 1
C -1.986 -1.130 -0.323
H -0.884 0.027 1.105
C 0.144 0.172 -0.795
H 3.029 1.242 0.903
S -3.227 0.182 -0.372
H -0.530 0.689 -1.480
H 0.679 1.651 0.774
Sn 3.928 2.282 -0.803
H -1.882 -1.489 -1.347
H 3.024 0.420 -0.791
O 0.124 -1.735 0.728
C 2.419 0.504 0.219
H 1.281 2.025 -0.824
O 2.450 -0.721 0.703
H -2.376 -1.921 0.319
S 1.145 -1.305 1.862
H -2.605 1.132 0.382
O -4.378 -0.245 0.345
H 0.745 -0.536 -1.371
C -0.678 -0.613 0.235
O 1.740 -2.478 2.367
C 1.090 1.179 -0.121
O -3.253 0.669 -1.716
*
```

Atom charges from the Löwdin analysis, given in e for atoms 1 to 4:
1. C -0.1701
2. H 0.1284
3. C -0.0956
4. H 0.0721

---

[6]
The following is a quantum chemistry calculation of a structure of composition C5H10O5Sn in a non-equilibrium geometry, from OMol25.

Results
- gap between HOMO and LUMO (spin up / spin down) (eV) = 4.84 / 8.06
- LUMO (spin up / spin down) (eV) = -5.4 / -5.4

The geometry in ORCA input format:
```
! wB97M-V def2-TZVPD RIJCOSX def2/J DEFGRID3
* xyz 1 2
H 2.004 0.980 -1.077
O 0.372 -0.566 0.668
C 2.973 1.634 0.754
H -1.167 0.735 1.279
H 3.424 2.546 1.173
C -1.923 -1.216 0.437
O -3.615 -2.798 -0.904
H -1.583 -2.249 0.583
H -2.875 -1.061 0.958
O 1.842 1.264 1.543
H 1.815 2.715 -0.713
H 3.384 2.096 -1.302
H 2.105 1.144 2.460
C 2.517 1.871 -0.667
C -3.042 -1.871 -1.560
H 3.730 0.834 0.789
Sn -4.480 -3.196 -2.504
H 0.975 0.146 0.984
O -3.355 -1.698 -2.780
C -0.916 -0.253 0.888
O -2.185 -1.057 -1.010
*
```

Atom charges from the Löwdin analysis, given in e for atoms 1 to 4:
1. H 0.0799
2. O 0.0179
3. C -0.2775
4. H 0.1260

---

[7]
The following is a quantum chemistry calculation of a structure of composition C5H10OP2 in a non-equilibrium geometry, from OMol25.

Results
- gap between HOMO and LUMO (eV) = 7.58
- ΔE to the lowest compared entry with this formula, charge and spin (eV) = 1.747
- LUMO (eV) = -0.2

The geometry in ORCA input format:
```
! wB97M-V def2-TZVPD RIJCOSX def2/J DEFGRID3
* xyz 0 1
P -2.272 -0.152 0.414
C 1.752 0.316 1.540
H -2.813 -2.150 -1.107
C 0.971 1.070 -1.512
H -0.614 -1.151 2.186
H 2.191 1.303 1.846
H -1.199 -2.114 -0.563
H 0.277 0.467 -2.046
P 0.138 1.757 0.004
H 1.878 0.656 -1.139
H 2.058 -0.484 2.342
C -0.681 -0.463 1.371
H 1.047 1.911 -2.284
H -1.501 -0.928 -1.721
O -1.938 1.208 -0.320
C 0.339 0.380 1.185
H 2.382 -0.157 0.687
C -2.016 -1.469 -0.883
*
```

Atom charges from the Löwdin analysis, given in e for atoms 1 to 4:
1. P 0.7106
2. C -0.1794
3. H 0.0122
4. C -0.2853

---

[8]
The following is a quantum chemistry calculation of a structure of composition C5H10OS in a non-equilibrium geometry, from OMol25.

Results
- gap between HOMO and LUMO (eV) = 8.97
- ΔE to the lowest compared entry with this formula, charge and spin (eV) = 6.373
- LUMO (eV) = 0.2

The geometry in ORCA input format:
```
! wB97M-V def2-TZVPD RIJCOSX def2/J DEFGRID3
* xyz 0 1
S -0.518 -0.529 -1.205
C 1.112 -1.398 0.859
H 0.207 -1.954 1.572
H -2.064 -0.960 1.271
H -1.575 1.755 -0.288
C 0.804 -0.594 -0.232
H -0.368 0.064 1.401
H 2.992 0.616 -0.595
H -2.342 0.641 1.889
H 2.138 -0.244 -1.917
C 1.851 0.337 -1.038
H 2.012 -1.419 1.294
H 0.326 1.690 -1.510
C -1.753 0.444 -0.301
H -2.685 -0.081 -1.106
O 1.480 1.637 -1.290
C -1.620 -0.005 1.196
*
```

Atom charges from the Löwdin analysis, given in e for atoms 1 to 4:
1. S 0.8816
2. C 0.0203
3. H 0.1497
4. H 0.0265

---

[9]
The following is a quantum chemistry calculation of a structure of composition C5H10OS in a non-equilibrium geometry, from OMol25.

Results
- gap between HOMO and LUMO (eV) = 8.96
- ΔE to the lowest compared entry with this formula, charge and spin (eV) = 7.236
- LUMO (eV) = 0.6

The geometry in ORCA input format:
```
! wB97M-V def2-TZVPD RIJCOSX def2/J DEFGRID3
* xyz 0 1
S -1.756 -0.931 -0.659
H -0.219 1.500 0.262
H -1.024 1.254 -1.489
H 0.484 -2.377 -0.262
H 3.869 -0.068 0.011
O 2.202 -1.325 -0.203
H -4.032 0.020 0.306
C -0.111 0.988 -0.776
C 0.727 -1.328 -0.152
H -2.641 -0.980 1.688
C -2.790 -0.203 0.762
C -0.242 -0.518 -0.470
C 2.696 0.135 0.272
H 2.247 1.082 -0.571
H 0.729 1.474 -1.314
H 2.264 0.328 1.637
H -2.401 0.948 0.958
*
```

Atom charges from the Löwdin analysis, given in e for atoms 1 to 4:
1. S 0.8333
2. H 0.0974
3. H 0.0931
4. H 0.1059

---

[10]
The following is a quantum chemistry calculation of a structure of composition C5H10PS2 in a non-equilibrium geometry, from OMol25.

Results
- gap between HOMO and LUMO (eV) = 7.17
- ΔE to the lowest compared entry with this formula, charge and spin (eV) = 0.082
- LUMO (eV) = -6.1

The geometry in ORCA input format:
```
! wB97M-V def2-TZVPD RIJCOSX def2/J DEFGRID3
* xyz 1 1
H -0.518 -2.376 1.373
C -1.060 1.307 1.396
H -1.425 1.044 -1.567
C 0.316 -0.025 -0.898
S -0.452 -1.706 -0.980
H -1.939 1.213 0.760
H -0.611 2.292 1.277
H 3.592 -1.023 0.332
H -0.267 0.682 -2.834
H 0.082 1.973 -1.671
H 1.900 -1.730 0.487
C -0.361 0.984 -1.789
S 2.124 -0.005 -1.179
H -1.915 -1.362 0.948
C -0.847 -1.511 0.798
P 0.190 0.024 1.033
C 2.546 -0.973 0.073
H -1.355 1.191 2.440
*
```

Atom charges from the Löwdin analysis, given in e for atoms 1 to 4:
1. H 0.0428
2. C -0.2655
3. H 0.0839
4. C -1.0879

---

[11]
The following is a quantum chemistry calculation of an isolated molecule of C5H10S in a non-equilibrium geometry, from OMol25.

Results
- gap between HOMO and LUMO (eV) = 9.89
- ΔE to the lowest compared entry with this formula, charge and spin (eV) = 1.179
- LUMO (eV) = 0.9
- SMILES = CC(C)=CCS

The geometry in ORCA input format:
```
! wB97M-V def2-TZVPD RIJCOSX def2/J DEFGRID3
* xyz 0 1
H -1.179 1.211 -0.665
H 2.817 0.310 -1.484
H 0.820 1.996 -0.350
H -1.695 -1.797 0.568
C 1.250 -0.076 0.015
H -0.914 -0.601 1.596
H 1.676 1.768 1.138
C 2.695 -0.203 -0.471
C 0.427 -1.085 0.105
H 0.813 -2.143 0.004
C 0.892 1.356 0.524
C -1.012 -0.915 0.556
H 3.329 0.289 0.344
S -2.136 0.270 -0.375
H 3.027 -1.244 -0.636
H -0.035 1.418 1.113
*
```

Atom charges from the Löwdin analysis, given in e for atoms 1 to 4:
1. H -0.1595
2. H 0.0974
3. H 0.0715
4. H 0.0616

---

[12]
The following is a quantum chemistry calculation of a cluster of 2 separate species, C5H10S in total in a non-equilibrium geometry, from OMol25.

Results
- gap between HOMO and LUMO (spin up / spin down) (eV) = 7.13 / 7.43
- ΔE to the lowest compared entry with this formula, charge and spin (eV) = 2.131
- LUMO (spin up / spin down) (eV) = 0.9 / -1.4

The geometry in ORCA input format:
```
! wB97M-V def2-TZVPD RIJCOSX def2/J DEFGRID3
* xyz 0 3
H 1.175 1.444 -0.394
H 1.753 -0.677 1.295
H 2.388 -1.839 -0.073
S -0.603 2.976 0.105
H -2.129 -0.635 -1.687
H -2.562 -0.583 0.166
H -2.321 0.818 -0.712
C 0.596 1.731 0.427
H 1.513 -2.550 1.188
C 0.244 -1.429 -0.158
C -0.458 -0.307 -0.226
H 0.190 3.616 -0.854
H 0.849 1.647 1.470
H -0.335 -2.420 -0.545
C 1.517 -1.602 0.650
C -1.816 -0.189 -0.651
*
```

Atom charges from the Löwdin analysis, given in e for atoms 1 to 4:
1. H 0.0013
2. H 0.0847
3. H 0.0877
4. S 0.6694

---

Copy entry 5 word for word.
The following is a quantum chemistry calculation of a structure of composition C5H10O5S2Sn, from OMol25.

Results
- gap between HOMO and LUMO (eV) = 4.64
- LUMO (eV) = -11.9

The geometry in ORCA input format:
```
! wB97M-V def2-TZVPD RIJCOSX def2/J DEFGRID3
* xyz 2 1
C -1.986 -1.130 -0.323
H -0.884 0.027 1.105
C 0.144 0.172 -0.795
H 3.029 1.242 0.903
S -3.227 0.182 -0.372
H -0.530 0.689 -1.480
H 0.679 1.651 0.774
Sn 3.928 2.282 -0.803
H -1.882 -1.489 -1.347
H 3.024 0.420 -0.791
O 0.124 -1.735 0.728
C 2.419 0.504 0.219
H 1.281 2.025 -0.824
O 2.450 -0.721 0.703
H -2.376 -1.921 0.319
S 1.145 -1.305 1.862
H -2.605 1.132 0.382
O -4.378 -0.245 0.345
H 0.745 -0.536 -1.371
C -0.678 -0.613 0.235
O 1.740 -2.478 2.367
C 1.090 1.179 -0.121
O -3.253 0.669 -1.716
*
```

Atom charges from the Löwdin analysis, given in e for atoms 1 to 4:
1. C -0.1701
2. H 0.1284
3. C -0.0956
4. H 0.0721

---

Q: Number 11 is which compound?
A: C5H10S